# C21H24FOPt

A structure of composition C21H24FOPt (the ωB97M-V functional and the def2-TZVPD basis, the Open Molecules 2025 dataset).

Positions of all 48 atoms, in Å:
Pt1 0.0752 0.5926 1.2188
C1 2.0047 1.0112 1.8938
C2 2.2279 0.0940 0.7746
C3 2.3533 0.8879 -0.4248
H1 2.5119 -0.9531 0.8971
C4 2.0488 2.2358 -0.1009
C5 1.7050 2.3079 1.2950
H2 1.4711 3.2118 1.8668
H3 2.0962 0.7666 2.9478
H4 2.7308 0.5288 -1.3627
H5 2.1467 3.0748 -0.7658
C6 -2.1054 0.7809 1.3308
C7 -1.4212 2.0172 1.7615
C8 -1.1222 2.7638 0.5477
H6 -1.3130 2.3418 2.7969
C9 -1.7117 2.0853 -0.5490
C10 -2.2711 0.8626 -0.1024
H7 -2.8326 0.1471 -0.7028
H8 -2.5847 0.0823 2.0151
H9 -0.6487 3.7440 0.5184
H10 -1.8197 2.4927 -1.5529
O1 0.2041 -1.4075 -0.3509
C11 -0.2317 0.2794 -3.9076
C12 0.3982 -0.9842 -3.4023
C13 0.5727 1.5068 -3.6109
C14 -1.7248 0.2466 -3.7629
C15 0.5641 -1.7253 -1.5926
H11 1.4712 -1.0373 -3.6587
H12 -0.1395 -1.8696 -3.7934
H13 -0.0228 -2.6164 -1.8713
H14 1.6729 -1.7601 -1.6538
H15 0.7338 2.2102 -4.4443
H16 1.5482 1.1742 -3.2281
H17 0.0634 2.0303 -2.7900
H18 -2.3024 0.0902 -4.6853
H19 -2.0758 1.1483 -3.2545
H20 -1.9303 -0.6109 -3.1027
F1 -0.3573 -4.6241 4.5090
C16 -0.2796 -3.4668 3.7779
C17 -0.3969 -2.2296 4.4153
C18 -0.3239 -1.0490 3.6513
C19 -0.0989 -1.1577 2.2911
C20 0.0060 -2.4057 1.7170
C21 -0.0823 -3.5943 2.4128
H21 -0.5448 -2.1759 5.4821
H22 -0.4261 -0.0578 4.0759
H23 0.1494 -2.4599 0.6051
H24 0.0119 -4.5301 1.8691

Atoms 1-3, force components in eV/Å:
-0.85 -2.52 -1.31
0.70 0.03 -0.92
1.33 1.20 0.89

Results
spin multiplicity: 5
HOMO-LUMO gap (alpha / beta): 4.2 / 5.7 eV
charge: -1
highest occupied orbital energy (alpha / beta): -1.5967 / -4.0950 eV
energy relative to the best compared isomer or geometry (same formula, charge and spin): 3.5 kcal per mole